1.
107
Properties=species:S:1:pos:R:3:forces:R:3 method="wB97M-V/def2-TZVPD" total_charge=+4 mol_weight_g_mol=870.57 lumo_ev=-7.0
C -3.179196 1.099984 19.446405 -0.0062 -0.5432 0.8950
C -3.288139 2.635742 19.509746 -0.3639 -2.6061 -2.2194
C -4.618059 3.021288 20.058176 -0.9222 -1.6281 -0.5412
O -4.623635 4.382377 20.046953 -0.7585 1.4188 0.5770
C -5.903544 4.958641 20.329025 -0.8567 -0.7286 -0.5501
N -2.231106 3.192612 20.332014 -0.2848 -0.2351 1.5309
H -2.497578 4.141940 20.485948 -0.1351 1.3103 0.3257
H -2.229846 2.720756 21.259693 0.3719 0.2976 -0.5418
H -1.289786 3.184011 19.975390 0.4975 -0.3553 -0.3926
H -2.114994 0.878028 19.382431 -0.0208 -0.4736 -0.4785
H -3.763105 0.684351 18.612366 0.5211 0.2943 0.0815
H -3.545058 0.523308 20.348639 0.2694 1.0588 -0.6161
H -3.129104 2.985770 18.447080 -0.3713 0.0776 1.2652
H -4.823264 2.550980 21.064864 0.3360 0.4997 -0.5994
H -5.374700 2.544234 19.357125 0.5221 0.6854 0.6905
H -6.252658 4.811371 21.370104 0.6983 0.5848 -0.2580
H -6.689036 4.447788 19.745534 0.3770 -0.0307 -0.1122
H -5.866264 5.959353 19.921840 -0.0413 0.3824 0.6643
C 0.773064 2.598036 28.255680 0.6350 0.1589 0.1803
C -0.388168 2.792414 27.337174 -0.7371 -2.0847 0.0569
C -1.202470 3.952989 27.717347 -1.1496 1.4188 1.5939
O -0.353417 5.086796 27.504223 -1.0390 -0.7303 0.2730
C -0.951119 6.346848 27.783845 1.6527 1.6544 -0.2259
N 0.116034 2.976253 25.948201 -1.5427 1.5641 -0.4629
H 0.646767 2.216124 25.642249 1.2140 -1.6099 -0.6641
H -0.570751 3.194772 25.181810 0.4937 -0.2687 1.0805
H 0.711297 3.776381 26.051394 0.6630 0.8772 -0.4869
H 1.201868 1.617750 28.207302 0.3004 -0.5465 -0.1992
H 0.503955 2.772222 29.271635 -0.6815 -0.1555 0.7949
H 1.529062 3.345651 28.134344 0.6664 0.4532 -0.5152
H -0.952795 1.851279 27.323791 -0.2952 0.4129 0.0631
H -1.585967 3.809651 28.785932 0.9559 0.3753 -1.0262
H -2.142126 4.072990 27.185718 -0.0899 -0.0654 -0.6836
H -1.012846 6.570625 28.859720 -0.1812 -0.4286 -0.2567
H -1.894828 6.577181 27.281881 -0.0638 -0.6044 0.0065
H -0.191684 7.064820 27.368322 -0.8376 -0.4613 0.4467
C 3.765979 -0.403884 21.072278 0.0363 -1.2273 -1.3122
C 5.137644 0.231146 21.274949 -0.1929 0.4291 1.3660
C 6.157734 0.086951 20.151737 -0.7792 0.5058 0.6685
O 7.301227 0.832115 20.567410 0.1095 0.0883 -0.5585
C 8.019396 1.273875 19.400571 -0.2017 -0.2311 -0.9695
N 4.891977 1.734588 21.398192 -0.2483 0.1782 -1.6559
H 4.351710 1.979860 22.199698 -0.5830 0.0713 0.7870
H 5.761998 2.235447 21.416120 0.9217 0.2539 0.1881
H 4.401013 2.184804 20.585525 0.2595 -0.7298 0.5042
H 3.135758 -0.241416 21.941838 -0.1203 0.2407 -0.1818
H 3.743307 -1.530364 20.889116 0.5659 1.4724 0.2976
H 3.339400 0.045878 20.139961 -0.0603 -0.2895 0.8755
H 5.555639 0.024231 22.305779 -0.1279 -0.3555 -1.2971
H 5.739502 0.584823 19.250077 0.1811 -0.6209 0.3321
H 6.408342 -0.953302 19.975462 -0.0666 -0.2018 -0.2023
H 7.286673 1.530596 18.615758 0.6069 -0.1808 0.3482
H 8.678872 0.465997 19.025476 -0.1989 0.3995 0.1606
H 8.557685 2.185112 19.617648 0.2235 0.0785 0.2684
C 7.733213 15.887909 24.090890 -1.5240 0.1341 -0.6813
C 7.932348 15.381414 22.670310 0.2049 -0.1906 1.3113
O 8.275353 14.317996 22.288174 0.0257 0.3255 -0.0050
N 7.481711 16.373315 21.637246 -0.7542 0.6921 -1.9458
H 7.249859 15.927032 20.740737 0.1737 -0.5686 0.3712
H 6.620863 16.839359 21.893349 -0.4442 0.0201 0.6285
C 8.439045 17.472550 21.297439 -0.5328 0.9537 1.6658
H 7.741763 16.976012 24.252510 -0.0979 -0.2988 -0.5169
H 8.407527 15.479286 24.799373 0.7308 -0.7518 0.3373
H 6.703246 15.503739 24.339927 0.8250 0.4282 -0.0125
H 8.805745 17.823505 22.263186 0.1859 0.2903 -0.2910
H 7.924628 18.278782 20.773526 -0.0452 -0.2136 0.0745
H 9.218245 17.088032 20.723717 1.2977 -0.6733 -0.9160
C 10.191331 -1.730485 23.840220 0.0641 0.4640 -0.9532
C 9.097787 -0.839433 23.338402 0.0390 0.5865 -0.7637
O 8.002230 -0.695994 23.705592 -1.1870 0.0293 0.6730
N 9.434411 0.021053 22.011714 2.7528 -0.2297 1.5605
H 10.081497 -0.616459 21.565878 0.0682 -0.1810 -0.7975
H 8.621475 0.206250 21.385052 -0.4119 0.0882 0.5558
C 10.333694 1.284022 22.226535 -1.7148 0.1985 0.3669
H 11.135543 -1.194937 23.756070 0.2042 -0.3073 0.0964
H 10.201176 -2.634820 23.226664 0.1911 0.1068 -0.2796
H 10.011543 -2.084981 24.837589 -0.2525 0.2809 0.5353
H 11.182591 1.098051 22.879697 0.0815 -0.4652 -0.3972
H 9.771681 2.103724 22.700748 -0.2161 -0.6191 -0.0984
H 10.565555 1.635411 21.235357 0.5778 -0.0796 -0.2294
C 3.343852 8.066480 17.835614 -0.4459 -0.0214 -0.1329
C 4.036291 8.434750 16.569715 0.9095 -0.5686 -2.6831
O 4.101402 9.382126 15.874893 -0.9726 0.2112 1.2099
N 5.125298 7.319143 15.977986 -0.3635 -0.9884 4.1065
H 5.796066 7.643770 16.699224 0.5426 -0.7328 -0.6423
H 4.911677 6.340983 16.302627 0.1544 0.8030 -0.5204
C 5.648814 7.417090 14.640811 -1.8721 -0.9099 -1.5903
H 3.387479 9.001331 18.399349 -0.2240 -0.2954 0.3290
H 3.741293 7.201448 18.377915 0.4437 0.3928 -0.2104
H 2.284780 7.792935 17.649821 0.5055 0.4742 -0.2546
H 6.628271 7.023620 14.480914 0.8075 0.0883 0.5432
H 5.503423 8.421329 14.336224 0.3742 0.9907 -0.4819
H 4.994392 6.795123 13.998943 0.2299 0.3881 0.2756
As 6.019009 4.498218 18.430365 1.6319 -0.6162 1.1597
F 6.993868 4.321241 19.946069 -0.6341 0.2938 -1.5326
F 5.092812 3.127928 19.014173 -0.2075 -0.4244 0.0390
F 5.018754 4.528808 17.023653 -0.1230 0.5042 -0.4151
F 6.865466 5.988506 17.944582 -0.3289 -1.4258 0.0793
F 7.057074 3.334420 17.596214 -0.3576 1.5060 0.4794
F 4.896497 5.505551 19.260962 -0.2075 0.3236 0.1526
As 0.850527 2.538117 21.925441 0.3468 -1.2296 0.4970
F 0.466477 1.864769 20.389788 -0.0643 0.2146 -0.3471
F 0.332228 4.072934 21.406515 -0.0070 0.7019 -0.4100
F 1.321455 3.203232 23.451839 -0.6299 0.0548 0.7620
F 1.283046 0.954661 22.468001 -0.2194 0.1304 0.3056
F 2.532673 2.796125 21.507284 -0.4716 0.1870 -0.6373
F -0.838789 2.250033 22.457828 0.8195 0.0790 0.3151

2.
20
Properties=species:S:1:pos:R:3:forces:R:3 method="wB97M-V/def2-TZVPD" total_charge=0 mol_weight_g_mol=111.14 relative_energy_kcal_mol=12.3 lumo_ev=0.8 smiles=CNCCO.O.O
C -0.278552 -0.525102 2.238865 -0.5718 0.0534 0.5674
N -0.375717 -0.054505 0.860265 0.4090 0.1531 0.4230
C 0.188321 1.315031 0.753669 -0.4118 -1.3516 -0.5815
C 0.143120 1.802624 -0.674864 0.7555 0.9142 -0.3177
O 1.139451 1.226406 -1.516573 -0.5898 -0.5411 0.0434
H 0.736477 -0.688314 2.585884 0.3211 0.1822 -0.2644
H -0.762726 0.170636 2.942812 0.1866 0.0394 0.0358
H -0.790848 -1.472584 2.375768 -0.1143 -0.2117 -0.2464
H -1.371304 0.044286 0.687700 0.0471 -0.2022 -0.3802
H 1.235182 1.258255 1.055159 -0.0541 0.2101 0.1820
H -0.394587 1.972821 1.399203 0.2188 0.4078 0.1664
H 0.421819 2.853439 -0.651834 -0.2483 0.3746 0.1240
H -0.841672 1.741290 -1.144120 -0.0688 -0.2198 0.2114
H 0.665673 0.613798 -2.095934 0.1949 -0.0907 0.0402
O 0.874332 -2.467223 -0.747086 0.2178 0.0223 0.0114
H 0.715673 -1.782171 -0.078102 -0.1634 0.2519 -0.0183
H 1.833918 -2.479642 -0.871838 -0.3191 0.0306 -0.0378
O -0.944200 -0.831939 -2.441599 0.1688 0.6623 -0.0910
H -0.433356 -1.470798 -1.928026 -0.0701 -0.4137 0.0411
H -1.761013 -1.226302 -2.749348 0.0917 -0.2710 0.0912

F_max (computed, eV Å⁻¹): 4.24 1.53
Kohn-Sham gap (computed, Ha): 0.36388 0.38003
Calculated total energy (computed, hartree): -7285.0140 -402.5609